No. 1
ORCA calculation (ωB97M-V/def2-TZVPD) on 7 unconnected molecules or ions with the total composition ClH12O6 in a non-equilibrium geometry.

Values from the calculation:
Relative energy (zero: lowest compared OMol25 entry of this formula, charge and spin) = 81.77 kJ/mol
Charge = -1
E_tot = -918.9348 hartree
Lowest unoccupied orbital energy = 3.5 eV
Orbital gap = 10.18 eV

Element x y z (Å)
Cl 0.2648 0.2558 -0.5856
O -1.0718 -0.0585 2.2149
H -0.5091 0.0870 1.4641
H -1.5601 -0.8165 1.9566
O 3.2153 0.7018 0.5507
H 2.3671 0.8624 0.1925
H 3.5421 -0.0657 0.1145
O -2.2965 1.2077 -1.9490
H -1.4000 0.9858 -1.6810
H -2.2690 0.6271 -2.6968
O 0.1348 -2.3293 -2.0560
H 0.1226 -2.0129 -2.9607
H -0.0447 -1.5458 -1.5017
O -0.8073 2.5473 1.0139
H -1.7146 2.2745 0.9850
H -0.3347 1.9734 0.4499
O 0.9075 -1.8670 1.4518
H 0.9835 -1.2153 0.7574
H 0.4699 -1.6117 2.2794

natural (NBO) atomic charge list, values in e, 8 entries: number 1, Cl, carries -0.84; number 2, O, carries -0.97; number 3, H, carries 0.49; number 4, H, carries 0.46; number 5, O, carries -0.96; number 6, H, carries 0.49; number 7, H, carries 0.46; number 8, O, carries -0.96

***

No. 2
ORCA calculation (ωB97M-V/def2-TZVPD) on 9 unconnected molecules or ions with the total composition ClH16O8.

Values from the calculation:
Relative energy (zero: lowest compared OMol25 entry of this formula, charge and spin) = 194.23 kJ/mol
Charge = -1
E_tot = -1071.7826 hartree
Lowest unoccupied orbital energy = 3.0 eV
Orbital gap = 7.83 eV

Element x y z (Å)
Cl 0.3685 0.0110 0.2800
O 4.6462 -2.0081 1.3750
H 5.0647 -1.7704 2.2024
H 3.8023 -1.5569 1.3947
O -1.7114 -0.7165 -3.6993
H -1.3107 -0.7849 -2.8327
H -1.1811 -1.2880 -4.2546
O 3.2243 2.8321 3.0607
H 3.2129 2.9126 4.0145
H 2.6443 2.0936 2.8753
O 2.4398 1.4786 -3.7221
H 3.2491 1.9562 -3.5402
H 2.0991 1.2460 -2.8583
O -3.0315 -1.9734 2.6930
H -3.5884 -1.5594 2.0337
H -2.1496 -1.6589 2.4939
O 0.8988 -4.4522 -2.3070
H 1.4829 -5.1158 -1.9399
H 0.7671 -3.8274 -1.5939
O -2.0944 3.9799 2.9630
H -1.7430 3.5458 2.1856
H -3.0399 3.8410 2.9087
O -4.8564 0.9438 -0.8940
H -3.9221 0.8602 -1.0845
H -5.2716 1.0111 -1.7538

natural (NBO) atomic charge list, values in e, 8 entries: number 1, Cl, carries -1.00; number 2, O, carries -0.95; number 3, H, carries 0.46; number 4, H, carries 0.49; number 5, O, carries -0.96; number 6, H, carries 0.49; number 7, H, carries 0.47; number 8, O, carries -0.94

***

No. 3
ORCA calculation (ωB97M-V/def2-TZVPD) on 12 unconnected molecules or ions with the total composition ClH22O15 in a non-equilibrium geometry.

Values from the calculation:
Relative energy (zero: lowest compared OMol25 entry of this formula, charge and spin) = 150.83 kJ/mol
Charge = -1
E_tot = -1601.7908 hartree
Lowest unoccupied orbital energy = 2.3 eV
Orbital gap = 9.06 eV

Element x y z (Å)
Cl 0.6603 -0.0452 -0.0265
O 0.7688 -0.4681 1.3777
O -0.5581 -0.5889 -0.6567
O 0.6480 1.4118 -0.0368
O 1.8276 -0.4765 -0.7529
O -3.0216 -3.2794 1.8567
H -2.8243 -4.2095 1.7460
H -2.2184 -2.8306 1.5928
O 4.9654 -2.0701 3.6916
H 4.3574 -2.3138 2.9936
H 5.3858 -1.2705 3.3753
O -1.6649 0.0641 5.4971
H -1.7929 1.0127 5.4947
H -0.9808 -0.0874 4.8450
O -1.1632 3.7013 3.0774
H -0.6254 4.4838 3.1988
H -0.5796 3.0725 2.6528
O 4.7066 3.5153 -0.0126
H 3.9221 3.0148 -0.2368
H 4.5686 4.3718 -0.4173
O -1.1548 -1.7150 -4.9766
H -1.5157 -1.6390 -4.0933
H -0.2798 -2.0811 -4.8476
O 0.3488 -4.7139 -0.9208
H -0.2301 -3.9549 -0.8497
H -0.1721 -5.4450 -0.5886
O -3.4324 4.0064 0.4480
H -2.7362 4.1005 1.0981
H -4.2363 3.9469 0.9641
O 0.2765 1.7141 -4.4575
H 0.5360 1.0817 -3.7875
H -0.2408 1.2044 -5.0811
O -5.8628 0.0103 0.6495
H -6.0870 -0.1785 -0.2617
H -5.0167 -0.4171 0.7820
O 4.7343 -0.8046 -4.6812
H 4.6849 -0.7532 -3.7266
H 4.0029 -1.3700 -4.9293

natural (NBO) atomic charge list, values in e, 8 entries: number 1, Cl, carries 2.50; number 2, O, carries -0.88; number 3, O, carries -0.88; number 4, O, carries -0.88; number 5, O, carries -0.87; number 6, O, carries -0.94; number 7, H, carries 0.46; number 8, H, carries 0.48

***

No. 4
ORCA calculation (ωB97M-V/def2-TZVPD) on a gas-phase ion, ClH2NO2P (charge -1) in a non-equilibrium geometry.

Values from the calculation:
Relative energy (zero: lowest compared OMol25 entry of this formula, charge and spin) = 500.01 kJ/mol
Charge = -1
E_tot = -1007.9863 hartree
SMILES string = [O-]P(Cl)NO
Lowest unoccupied orbital energy = 4.1 eV
Orbital gap = 7.63 eV

Element x y z (Å)
O -1.7902 1.0340 -0.6552
P -1.3953 0.2217 0.5566
Cl -1.9406 -1.6965 0.0632
N 0.4834 -0.0114 0.3502
O 1.9379 0.2019 -0.2874
H 0.8737 -0.6771 0.9045
H 1.8311 0.9274 -0.9319

Formally, the natural (NBO) partial charges of the atoms, in units of the elementary charge, are as follows: number 1, O, carries -1.15; number 2, P, carries 1.28; number 3, Cl, carries -0.47; number 4, N, carries -0.77; number 5, O, carries -0.66; number 6, H, carries 0.32; number 7, H, carries 0.45

***

No. 5
ORCA calculation (ωB97M-V/def2-TZVPD) on a single ClH2NOS molecule in a non-equilibrium geometry.

Values from the calculation:
Relative energy (zero: lowest compared OMol25 entry of this formula, charge and spin) = 281.10 kJ/mol
Charge = 0
E_tot = -989.4404 hartree
Lowest unoccupied orbital energy (spin up / spin down) = -1.5 / -1.3 eV
Orbital gap (spin up / spin down) = 7.32 / 7.18 eV

Element x y z (Å)
N 0.0809 -1.3079 -0.8900
O 0.5492 2.5534 1.5191
S -0.8416 2.0731 1.2890
Cl -0.5451 0.2234 -0.4243
H 1.1178 -1.3456 -0.8798
H -0.3613 -2.1964 -0.6140

Formally, the natural (NBO) partial charges of the atoms, in units of the elementary charge, are as follows: number 1, N, carries -0.89; number 2, O, carries -0.71; number 3, S, carries 0.71; number 4, Cl, carries 0.13; number 5, H, carries 0.38; number 6, H, carries 0.39

***

No. 6
ORCA calculation (ωB97M-V/def2-TZVPD) on a single ClH2NP2 molecule in a non-equilibrium geometry.

Values from the calculation:
Relative energy (zero: lowest compared OMol25 entry of this formula, charge and spin) = 0.00 kJ/mol
Charge = 0
E_tot = -1198.7537 hartree
Lowest unoccupied orbital energy (spin up / spin down) = 0.4 / -2.8 eV
Orbital gap (spin up / spin down) = 7.43 / 7.05 eV
2S+1 = 3

Element x y z (Å)
N -1.5794 0.8120 -0.6816
P -0.1106 0.8838 -0.1544
P 0.4649 -1.2643 0.1660
Cl 1.3971 -0.8171 1.9133
H -1.9580 1.7611 -0.7362
H 1.7861 -1.3755 -0.5071

Formally, the natural (NBO) partial charges of the atoms, in units of the elementary charge, are as follows: number 1, N, carries -1.04; number 2, P, carries 0.60; number 3, P, carries 0.38; number 4, Cl, carries -0.30; number 5, H, carries 0.38; number 6, H, carries -0.02

***

No. 7
ORCA calculation (ωB97M-V/def2-TZVPD) on a molecular structure, ClH2NS2 in a non-equilibrium geometry.

Values from the calculation:
Relative energy (zero: lowest compared OMol25 entry of this formula, charge and spin) = 19.70 kJ/mol
Charge = 0
E_tot = -1312.4307 hartree
Lowest unoccupied orbital energy (spin up / spin down) = -0.7 / -0.7 eV
Orbital gap (spin up / spin down) = 8.10 / 8.10 eV

Element x y z (Å)
N -0.6973 -0.0097 -0.6075
S -1.7356 -0.9694 0.1429
S 0.5546 0.6812 0.0240
Cl 2.4725 -0.3512 0.2308
H -1.7284 -0.3392 1.3214
H 1.1341 0.9882 -1.1115

Formally, the natural (NBO) partial charges of the atoms, in units of the elementary charge, are as follows: number 1, N, carries -0.96; number 2, S, carries 0.33; number 3, S, carries 0.85; number 4, Cl, carries -0.40; number 5, H, carries 0.06; number 6, H, carries 0.12

***

No. 8
ORCA calculation (ωB97M-V/def2-TZVPD) on a molecular structure, ClH2O2PS in a non-equilibrium geometry.

Values from the calculation:
Relative energy (zero: lowest compared OMol25 entry of this formula, charge and spin) = 183.54 kJ/mol
Charge = 0
E_tot = -1351.4425 hartree
Lowest unoccupied orbital energy = -1.3 eV
Orbital gap = 9.08 eV

Element x y z (Å)
O 0.2473 -0.6315 0.8966
O -0.3819 -0.8508 -1.4535
P -0.7509 -0.1492 -0.0409
S -2.3998 0.8226 0.1417
Cl 1.7194 1.8032 0.7688
H 1.1341 0.3142 0.9433
H 0.4318 -1.3085 -1.2560

Formally, the natural (NBO) partial charges of the atoms, in units of the elementary charge, are as follows: number 1, O, carries -1.05; number 2, O, carries -0.92; number 3, P, carries 1.91; number 4, S, carries -0.32; number 5, Cl, carries -0.54; number 6, H, carries 0.40; number 7, H, carries 0.52

***

No. 9
ORCA calculation (ωB97M-V/def2-TZVPD) on a single ClH2O2PS molecule in a non-equilibrium geometry.

Values from the calculation:
Relative energy (zero: lowest compared OMol25 entry of this formula, charge and spin) = 124.82 kJ/mol
Charge = 0
E_tot = -1351.4648 hartree
SMILES string = OP(O)(=S)Cl
Lowest unoccupied orbital energy = 0.2 eV
Orbital gap = 10.23 eV

Element x y z (Å)
O 0.0311 -0.0544 -1.3775
P 0.6914 -0.0110 0.0320
O -1.0964 0.1610 0.8801
S 1.8908 -1.4165 0.5053
Cl 1.1186 1.8380 0.4350
H -0.9789 0.1208 -1.2936
H -1.6567 -0.6379 0.8187

Formally, the natural (NBO) partial charges of the atoms, in units of the elementary charge, are as follows: number 1, O, carries -1.00; number 2, P, carries 1.59; number 3, O, carries -1.02; number 4, S, carries -0.42; number 5, Cl, carries -0.18; number 6, H, carries 0.55; number 7, H, carries 0.48

***

No. 10
ORCA calculation (ωB97M-V/def2-TZVPD) on 2 unconnected molecules or ions with the total composition ClH2OPS in a non-equilibrium geometry.

Values from the calculation:
Relative energy (zero: lowest compared OMol25 entry of this formula, charge and spin) = 117.15 kJ/mol
Charge = 0
E_tot = -1276.1853 hartree
SMILES string = O=PS.Cl
Lowest unoccupied orbital energy = -0.7 eV
Orbital gap = 9.18 eV

Element x y z (Å)
O 1.6756 0.2824 0.8711
P 0.7399 -0.4172 -0.0025
S 1.3130 0.3276 -1.9165
H 0.7087 -0.7364 -2.5603
Cl -2.5965 -0.0894 1.3844
H -1.8406 0.6331 2.2238

Formally, the natural (NBO) partial charges of the atoms, in units of the elementary charge, are as follows: number 1, O, carries -1.01; number 2, P, carries 1.22; number 3, S, carries -0.37; number 4, H, carries 0.15; number 5, Cl, carries -0.28; number 6, H, carries 0.29